{
  "formula": "C42H86BrClF8N12O13PS",
  "method": "the ωB97M-V functional and the def2-TZVPD basis",
  "orbital_gap_ev": 6.86,
  "e_lumo_ev": -3.44,
  "homo_ev": -10.30,
  "charge": 1,
  "elements": ["C", "C", "C", "Br", "N", "C", "C", "C", "C", "N", "C", "C", "C", "O", "C", "Cl", "C", "N", "C", "F", "N", "O", "C", "P", "N", "C", "O", "C", "C", "C", "O", "S", "O", "O", "C", "F", "F", "C", "F", "F", "C", "F", "F", "F", "H", "H", "H", "H", "H", "H", "H", "H", "H", "H", "H", "H", "H", "H", "H", "H", "H", "H", "H", "H", "H", "H", "H", "H", "H", "H", "H", "H", "H", "H", "H", "H", "H", "H", "H", "H", "H", "C", "C", "O", "N", "C", "H", "H", "H", "H", "H", "H", "H", "C", "C", "O", "N", "C", "H", "H", "H", "H", "H", "H", "H", "C", "C", "O", "N", "C", "H", "H", "H", "H", "H", "H", "H", "C", "C", "O", "N", "C", "H", "H", "H", "H", "H", "H", "H", "C", "C", "O", "N", "C", "H", "H", "H", "H", "H", "H", "H", "C", "C", "O", "N", "C", "H", "H", "H", "H", "H", "H", "H", "C", "C", "O", "N", "C", "H", "H", "H", "H", "H", "H", "H"],
  "positions_angstrom": [[2.63970, -1.45845, 5.53859], [1.63329, -2.07484, 4.49634], [0.91772, -1.16269, 3.40455], [-0.01083, 0.14561, 4.65048], [1.56810, -0.73948, 2.11437], [0.40480, -0.47591, 1.16549], [-0.87197, 0.38077, 1.54404], [-2.19582, -0.42237, 1.97885], [-3.16109, 0.37600, 2.98285], [-3.53681, 1.74152, 2.56950], [-2.71615, 2.82811, 3.14683], [-3.83147, 1.89625, 1.16152], [-5.13044, 1.17686, 0.53629], [-3.15942, 2.61196, 0.38613], [2.15199, -2.02042, 1.49690], [2.38692, -1.81366, -0.37073], [1.37438, -3.41286, 1.56119], [1.50691, -4.21933, 0.28398], [3.66267, -2.42483, 1.77292], [4.08287, -2.97538, 3.00420], [4.46792, -1.28535, 1.24303], [5.76354, -1.70873, 1.25276], [4.17397, -0.17338, 2.19171], [5.65425, 0.96304, 1.96836], [6.83577, 0.48050, 2.98296], [2.63224, 0.37967, 2.17347], [2.47268, 0.98013, 3.39496], [3.28566, 1.75233, 4.19923], [2.34237, 2.83154, 4.98243], [2.91838, 4.32906, 4.74044], [2.20361, 2.52703, 6.37924], [2.54634, 1.78918, 0.96498], [1.17404, 2.43673, 0.78511], [3.24768, 3.06449, 1.43714], [3.14003, 1.55698, -0.77537], [4.23466, 0.71063, -0.97212], [2.11550, 1.04704, -1.63212], [3.53844, 2.94458, -1.54052], [2.64922, 3.98955, -1.25740], [3.32293, 2.68781, -2.92858], [5.07332, 3.34113, -1.46390], [5.63477, 3.41811, -0.20418], [5.90339, 2.57787, -2.31435], [5.15811, 4.65391, -1.99842], [2.96098, -2.33574, 6.21735], [2.19802, -0.70747, 6.28576], [3.60784, -1.01617, 5.16721], [0.73468, -2.36102, 5.17257], [1.97375, -3.10622, 4.17912], [-0.02644, -1.76120, 3.10779], [0.70216, 0.01917, 0.17496], [-0.10762, -1.43243, 0.78195], [-0.66958, 1.31492, 2.18143], [-1.26520, 0.90661, 0.58834], [-2.85059, -0.63360, 1.05378], [-2.02749, -1.44543, 2.44011], [-4.13711, -0.23910, 3.01010], [-2.80226, 0.41240, 4.05664], [-1.81988, 3.10201, 2.47640], [-3.34994, 3.77007, 3.20042], [-2.34595, 2.62587, 4.21120], [-5.08769, 1.29491, -0.59786], [-6.03617, 1.78671, 0.87358], [-5.23571, 0.09523, 0.86526], [1.75445, -4.15471, 2.35381], [0.24430, -3.36803, 1.71462], [2.37881, -4.77466, 0.31704], [0.74689, -4.90663, 0.22774], [3.89855, -3.28443, 1.03430], [5.94190, -2.10228, 0.35872], [4.31467, -0.56360, 3.27131], [5.53098, 2.34120, 2.25038], [6.25661, 0.84526, 0.65755], [6.50543, -0.33133, 3.53327], [4.11557, 2.41962, 3.78351], [3.79315, 1.17742, 5.06070], [1.33790, 2.82458, 4.41803], [2.83007, 4.63886, 3.63824], [4.02562, 4.27800, 4.99034], [2.39831, 5.08100, 5.42893], [1.74408, 3.31570, 6.75030], [3.65029, -2.09105, 10.59981], [3.81128, -3.01427, 9.42225], [2.90352, -3.21337, 8.62278], [5.00889, -3.63692, 9.25854], [6.19372, -3.53446, 10.08553], [2.64456, -1.67171, 10.59492], [3.79029, -2.64256, 11.53171], [4.36757, -1.27022, 10.53477], [5.04013, -4.23878, 8.44852], [7.01518, -3.16995, 9.46517], [6.44224, -4.53157, 10.45462], [6.05110, -2.86214, 10.92812], [-9.58259, 1.87730, 1.17213], [-8.83491, 0.57446, 1.07446], [-7.61976, 0.50608, 1.24334], [-9.54494, -0.54678, 0.78997], [-10.97129, -0.67206, 0.55857], [-8.88219, 2.67951, 1.40411], [-10.06644, 2.10527, 0.21999], [-10.32536, 1.82536, 1.97059], [-8.97612, -1.37942, 0.74104], [-11.37721, -1.36593, 1.29823], [-11.11955, -1.08655, -0.43844], [-11.48830, 0.28120, 0.63416], [4.98392, 5.03972, -7.92702], [5.49476, 3.68990, -7.50013], [6.15184, 2.97554, -8.24615], [5.20733, 3.26492, -6.23937], [4.45500, 3.94652, -5.20680], [5.29388, 5.23477, -8.95319], [3.89284, 5.05901, -7.88577], [5.40044, 5.81940, -7.28579], [5.58320, 2.35165, -6.03140], [5.10389, 4.06812, -4.33840], [3.60719, 3.31958, -4.93374], [4.09588, 4.92093, -5.52997], [9.59593, -1.81835, -7.40154], [8.19317, -1.90910, -6.86337], [7.79446, -2.89254, -6.24720], [7.35926, -0.85789, -7.07726], [7.63744, 0.38392, -7.77420], [10.13808, -2.73017, -7.15197], [9.57556, -1.71480, -8.48822], [10.11748, -0.97143, -6.95082], [6.43780, -0.99280, -6.68773], [7.47368, 1.20889, -7.08074], [6.93735, 0.47473, -8.60541], [8.65636, 0.42538, -8.15233], [7.28709, -3.67829, -3.31530], [7.80032, -3.55073, -1.90712], [7.14060, -3.01670, -1.01676], [9.03156, -4.04625, -1.63008], [9.95564, -4.70439, -2.53062], [6.29285, -3.23693, -3.37914], [7.94451, -3.14778, -4.00637], [7.21630, -4.73107, -3.59545], [9.30615, -3.92349, -0.66579], [10.16093, -5.70372, -2.14148], [10.88484, -4.13146, -2.54765], [9.56067, -4.78342, -3.54079], [-10.74181, 0.89667, -3.16709], [-12.14426, 0.82987, -2.62447], [-12.56552, -0.15658, -2.02771], [-12.95399, 1.90514, -2.81101], [-12.64962, 3.15216, -3.48258], [-10.22183, -0.03395, -2.93984], [-10.76422, 1.02425, -4.25124], [-10.19666, 1.72013, -2.70049], [-13.87696, 1.78463, -2.41933], [-12.78909, 3.96848, -2.77063], [-13.35198, 3.27676, -4.30911], [-11.63220, 3.17614, -3.86564], [-14.74576, -1.51941, -7.09293], [-14.84801, -0.45157, -6.03676], [-15.01186, 0.72871, -6.31897], [-14.75276, -0.83027, -4.73394], [-14.55964, -2.16031, -4.19812], [-14.83991, -1.06295, -8.07789], [-13.77478, -2.01562, -7.03311], [-15.55052, -2.24732, -6.97077], [-14.83042, -0.05987, -4.08644], [-15.40422, -2.38983, -3.54486], [-13.64102, -2.15869, -3.60764], [-14.48851, -2.91589, -4.97725]],
  "forces_ev_per_angstrom": [[0.7, -0.6, 1.4], [-0.6, -0.5, 1.5], [-2.1, -1.9, 3.2], [0.5, -0.2, -1.1], [-0.9, -0.7, -1.4], [-3.6, 1.5, -3.3], [-1.3, 1.5, 0.0], [-0.5, 0.2, 0.4], [-1.3, -1.4, 0.0], [0.7, 0.2, -0.8], [0.7, 1.4, -0.3], [0.0, 0.3, -2.3], [0.9, 0.9, 0.5], [-1.3, -1.3, 2.5], [1.9, -2.9, -2.1], [-0.7, 1.0, 1.1], [-1.7, -2.4, 0.2], [0.3, -0.1, 1.0], [1.2, -0.7, -2.2], [-1.0, 1.5, -0.9], [-2.9, -1.0, 2.0], [1.7, -0.2, -0.3], [0.2, -0.6, 0.2], [4.8, -0.6, 2.4], [-2.5, -0.1, -0.4], [3.8, -0.7, 2.3], [-2.0, -1.1, -2.0], [2.0, 3.2, 4.1], [-0.3, 1.2, -2.1], [0.4, -0.9, 0.2], [-0.2, 0.8, -1.0], [-4.5, 9.6, -0.3], [2.2, -4.2, -0.1], [1.1, -4.8, -0.4], [0.3, -1.5, -4.3], [-1.7, 1.4, 0.9], [1.7, 0.7, 2.6], [-1.8, 0.5, -1.6], [2.4, -2.2, -0.1], [0.6, 0.2, 3.1], [2.5, 2.7, -1.1], [-1.4, -0.7, -2.4], [-2.2, 1.2, 2.4], [-0.4, -2.7, 1.2], [-0.5, 1.3, -1.1], [0.3, -1.0, -1.5], [-1.1, -0.5, 0.0], [1.2, 0.5, -1.3], [-0.1, 1.5, -0.3], [1.9, 1.1, 0.0], [0.5, -0.8, 1.9], [1.6, 0.9, 1.1], [-0.2, -1.8, -0.7], [1.3, -0.9, 1.1], [1.2, 0.3, 1.2], [0.1, 1.1, -0.4], [1.4, 0.8, 0.0], [-0.2, 0.0, -1.5], [-1.2, -0.4, 1.0], [0.7, -1.1, -0.1], [-0.7, -0.1, -1.6], [0.3, -0.4, 1.6], [1.4, -1.1, -0.2], [-0.1, 1.5, -0.4], [-0.3, 2.0, -0.5], [1.6, 0.5, 0.0], [-0.7, 0.5, -0.1], [0.3, 0.5, 0.2], [-0.7, 1.4, 1.2], [0.1, 0.4, 0.4], [-0.3, 0.9, -1.4], [-0.9, -0.2, -0.8], [-1.4, 0.3, 0.2], [0.6, 0.5, -0.4], [-1.4, -1.4, -0.4], [-0.9, 0.2, -1.6], [1.2, -0.3, 1.0], [-0.1, -0.5, 1.7], [-1.3, 0.4, -0.1], [0.7, -1.0, -1.1], [0.5, -0.9, -0.1], [-0.1, 0.1, 0.1], [-0.1, -0.3, -0.4], [0.0, 0.1, 0.0], [-0.4, 0.3, 0.1], [0.1, -0.3, -0.4], [0.1, -0.1, -0.1], [0.1, 0.1, 0.0], [0.0, -0.1, 0.2], [0.0, 0.0, 0.1], [0.1, 0.0, 0.3], [0.2, 0.1, 0.2], [-0.1, -0.1, -0.1], [0.1, 0.2, 0.0], [0.2, -0.6, 0.0], [-0.7, 0.0, 0.1], [0.3, 0.7, 0.2], [0.2, -0.6, -0.1], [0.0, -0.2, 0.0], [-0.2, 0.0, 0.1], [-0.1, 0.1, -0.2], [-0.1, 0.1, 0.0], [-0.2, 0.1, -0.1], [-0.3, 0.1, 0.1], [0.1, -0.1, 0.0], [0.0, 0.1, -0.1], [0.3, -0.4, -0.2], [-0.2, 0.3, 0.0], [0.0, 0.3, -0.4], [0.2, -0.4, 0.0], [0.0, -0.2, 0.1], [0.1, 0.1, 0.1], [-0.2, 0.0, 0.0], [-0.1, 0.1, 0.0], [-0.2, 0.2, 0.0], [-0.1, 0.3, 0.0], [0.1, -0.1, -0.1], [0.1, -0.1, 0.0], [-0.5, 0.0, 0.1], [0.2, 0.0, 0.0], [0.6, -0.5, 0.1], [-0.4, -0.1, 0.2], [-0.2, 0.1, 0.0], [0.1, 0.1, 0.1], [0.0, 0.0, -0.2], [0.1, 0.0, -0.1], [0.1, 0.1, -0.3], [0.2, 0.3, 0.0], [-0.1, -0.1, 0.1], [0.0, 0.1, 0.2], [0.2, -0.2, 0.0], [-0.3, 0.2, 0.4], [-0.7, 0.3, -0.1], [0.2, 0.0, 0.4], [0.1, 0.0, 0.1], [-0.1, -0.3, -0.1], [0.1, 0.1, -0.2], [0.0, 0.0, -0.1], [0.1, 0.0, -0.2], [0.0, -0.2, -0.2], [0.0, 0.1, 0.1], [0.1, -0.1, 0.0], [-0.5, -0.1, 0.2], [0.1, 0.1, -0.2], [0.5, -0.4, 0.1], [-0.5, 0.1, 0.1], [-0.2, 0.1, 0.0], [0.1, 0.1, 0.1], [0.0, 0.0, -0.2], [0.1, 0.1, 0.0], [0.1, 0.1, -0.2], [0.2, 0.2, -0.1], [-0.1, -0.1, 0.1], [0.0, 0.0, -0.2], [-0.1, 0.6, 0.2], [0.1, -0.2, 0.0], [0.0, 0.0, -0.6], [0.0, 0.3, 0.4], [0.0, 0.1, 0.2], [-0.1, -0.1, 0.0], [0.2, -0.1, 0.0], [0.1, -0.1, 0.0], [0.1, -0.3, 0.0], [-0.1, -0.2, 0.0], [-0.1, 0.2, 0.0]]
}